This record from OMol25 describes a gas-phase ion, H2NO2S (charge -1). The level of theory is the ωB97M-V functional and the def2-TZVPD basis.

Calculated values
**E_LUMO**: 4.28 eV
**Net charge**: -1
**Energy relative to the best compared isomer or geometry (same formula, charge and spin)**: 77.7 kcal per mole
**Multiplicity**: 1
**Energy**: -16450.086 eV
**E_HOMO**: -0.1562 Ha
**SMILES string**: N=[S@H](=O)[O-]

Geometry as XYZ:
```
6
Properties=species:S:1:pos:R:3:mulliken_charge:R:1
N 0.8821 0.4874 -0.8262 -0.625
O -0.9834 -1.6315 0.0217 -0.768
O -1.3241 1.2178 0.3135 -0.538
S -0.2745 0.2215 0.1276 0.587
H 1.2101 -0.5032 -1.0128 0.265
H 0.4898 0.2079 1.3763 0.079
```

=====

This record from OMol25 describes a molecular structure, C27H44BrCdNOP2. The level of theory is the ωB97M-V functional and the def2-TZVPD basis.

Calculated values
**E_LUMO (spin up / spin down)**: -7.94 / -9.38 eV
**Net charge**: +2
**Energy relative to the best compared isomer or geometry (same formula, charge and spin)**: 0.0 kcal per mole
**Multiplicity**: 1
**Energy**: -125414.286 eV
**E_HOMO (spin up / spin down)**: -0.4902 / -0.4902 Ha

Geometry as XYZ:
```
77
Properties=species:S:1:pos:R:3:mulliken_charge:R:1
C -5.4939 -1.8273 4.8344 -0.326
C -4.8651 -2.5538 3.8025 0.605
C -5.4004 -3.8203 3.4943 -0.487
C -6.4529 -4.3621 4.2784 -0.304
N -6.9626 -3.6215 5.2662 -0.522
C -6.5313 -2.3979 5.5851 -0.364
C -3.7142 -2.0779 3.0927 0.095
C -2.7174 -1.4702 2.7410 -0.245
C -1.4586 -0.9097 2.6496 0.752
C -1.3013 0.4037 2.0990 -2.321
C 0.0183 0.9058 1.8975 0.369
C 1.1019 0.1759 2.3739 -0.051
C 0.9467 -1.1371 2.8617 -0.792
C -0.3291 -1.6814 2.9660 -0.608
Cd -1.3502 -0.4904 0.0193 0.990
P 0.2770 1.6303 -2.0259 0.608
H -5.0198 -4.4001 2.6576 0.396
H -5.1816 -0.8291 5.0489 0.423
H -6.8589 -5.3835 4.0792 0.334
H -7.0078 -1.8684 6.4306 0.360
H -0.4156 -2.6841 3.4052 0.586
H -2.1685 1.0687 2.1264 0.964
H 1.7908 -1.7133 3.2368 0.566
H 0.0420 1.9725 1.7007 0.987
C 1.5019 2.4637 -3.1803 -0.643
C 1.2843 2.5491 -4.6968 -1.442
H 2.4414 1.9129 -2.9806 0.501
H 1.6342 3.4869 -2.7759 0.362
H 2.1140 3.1019 -5.1556 0.421
H 1.2719 1.5645 -5.1757 0.283
H 0.3692 3.0904 -4.9628 0.312
C -1.0046 0.7537 -3.0717 -0.409
C -2.4466 1.0205 -2.6143 -1.456
H -0.7903 -0.3182 -3.0206 0.207
H -0.8835 1.0773 -4.1201 0.515
H -3.0738 0.1562 -2.8458 0.373
H -2.5642 1.1780 -1.5264 0.251
H -2.9038 1.8896 -3.1113 0.309
C -0.5901 3.2069 -1.5004 -0.341
C -1.0885 4.1350 -2.6038 -1.385
H 0.1468 3.7089 -0.8456 0.269
H -1.4206 2.8852 -0.8550 0.363
H -1.6904 4.9272 -2.1457 0.408
H -0.2670 4.6389 -3.1233 0.313
H -1.7195 3.6242 -3.3424 0.254
Br 2.8369 0.8323 2.4199 -0.123
P 2.6287 -2.7340 -1.2925 0.240
C 1.9772 -1.5486 -2.5838 1.116
C 2.1190 -2.0313 -4.0309 -1.338
H 2.5109 -0.5916 -2.4097 -0.110
H 0.9131 -1.3653 -2.3279 -0.605
H 1.3494 -1.5362 -4.6222 0.359
H 3.0912 -1.7468 -4.4532 0.365
H 1.9597 -3.1102 -4.0996 0.414
C 3.7803 -1.7013 -0.2352 0.293
C 5.1700 -2.3666 -0.1028 -1.324
H 3.3025 -1.5768 0.7511 -0.265
H 3.8442 -0.6975 -0.6869 0.419
H 5.8984 -1.6383 0.2667 0.388
H 5.1417 -3.1799 0.6351 0.353
H 5.5200 -2.7407 -1.0735 0.376
C 1.1849 -3.1303 -0.1908 0.786
C 0.6867 -4.5547 -0.4294 -1.483
H 0.3337 -2.4299 -0.3550 -0.618
H 1.5420 -2.9650 0.8353 0.252
H 0.0628 -4.8458 0.4176 0.406
H 0.0569 -4.5688 -1.3235 0.382
H 1.5224 -5.2538 -0.5306 0.410
C 3.0546 5.0366 2.0145 -1.223
C 1.7969 4.7279 1.2105 -0.192
O 1.2860 3.4450 1.6161 -0.307
H 2.8678 4.8470 3.0766 0.299
H 3.3549 6.0701 1.8745 0.404
H 3.8812 4.4079 1.6829 0.326
H 1.0127 5.4956 1.3360 0.386
H 2.0289 4.6452 0.1250 0.125
H 2.0163 2.8238 1.5186 0.008
```